Record 1
286
Properties=species:S:1:pos:R:3:lowdin_charge:R:1 method="wB97M-V/def2-TZVPD" gap_ev=8.40 relative_energy_kcal_mol=0.0 lumo_energy_ev=0.28 total_charge=0
C 23.98 20.82 10.55 -0.013
C 23.33 19.61 9.80 -0.535
C 23.13 18.50 10.81 -0.154
C 21.88 18.57 11.65 -0.165
C 20.68 18.72 10.68 -0.131
C 20.81 19.87 9.73 -0.538
N 22.12 19.91 9.12 -0.101
O 22.23 20.96 8.17 -0.001
C 19.70 19.70 8.65 -0.012
C 20.55 21.17 10.48 -0.012
C 24.32 19.12 8.74 -0.028
H 25.01 20.49 10.77 0.084
H 23.39 21.02 11.43 0.067
H 24.17 21.68 9.90 0.081
H 23.03 17.59 10.22 0.095
H 24.07 18.45 11.36 0.120
H 21.91 19.44 12.33 0.103
H 21.87 17.67 12.30 0.085
H 19.71 18.79 11.21 0.118
H 20.69 17.79 10.11 0.098
H 20.04 18.84 8.05 0.094
H 18.74 19.56 9.16 0.078
H 19.56 20.53 7.96 0.079
H 19.48 21.29 10.73 0.080
H 21.20 21.21 11.36 0.069
H 20.81 21.98 9.82 0.071
H 25.22 18.75 9.22 0.073
H 24.68 19.93 8.12 0.076
H 23.85 18.35 8.11 0.092
H 22.29 21.80 8.67 0.082
C 24.59 14.94 17.47 -0.015
C 23.50 13.98 18.07 -0.444
C 24.14 12.57 18.39 -0.130
C 25.04 12.50 19.60 -0.200
C 24.26 13.00 20.80 -0.144
C 23.65 14.42 20.65 -0.481
N 22.87 14.44 19.38 -0.088
O 22.26 15.76 19.12 -0.046
C 22.64 14.71 21.79 -0.023
C 24.81 15.47 20.67 -0.021
C 22.33 13.87 17.10 -0.038
H 25.38 15.08 18.23 0.048
H 24.12 15.90 17.26 0.085
H 25.11 14.50 16.59 0.076
H 23.38 11.78 18.49 0.120
H 24.66 12.28 17.47 0.111
H 25.96 13.01 19.41 0.099
H 25.34 11.46 19.79 0.120
H 24.94 12.90 21.68 0.134
H 23.47 12.30 21.04 0.109
H 21.90 13.90 21.85 0.074
H 23.13 14.77 22.76 0.079
H 22.25 15.71 21.54 0.091
H 24.47 16.44 20.39 0.074
H 25.30 15.50 21.64 0.082
H 25.56 15.23 19.89 0.053
H 22.05 14.84 16.71 0.079
H 21.48 13.39 17.59 0.059
H 22.58 13.23 16.28 0.074
H 21.31 15.60 19.25 0.031
C 19.69 21.51 19.99 -0.026
C 19.25 22.67 19.06 -0.494
C 19.98 22.55 17.66 -0.118
C 19.43 21.35 16.90 -0.194
C 17.96 21.52 16.65 -0.157
C 17.14 21.75 17.94 -0.484
N 17.81 22.77 18.77 -0.085
O 17.09 22.87 20.02 -0.056
C 15.82 22.36 17.39 -0.029
C 16.90 20.45 18.73 -0.009
C 19.68 24.01 19.74 -0.035
H 19.20 21.70 20.96 0.091
H 20.75 21.65 20.12 0.079
H 19.56 20.52 19.59 0.057
H 19.65 23.43 17.08 0.122
H 21.07 22.60 17.78 0.120
H 19.64 20.40 17.39 0.089
H 19.94 21.40 15.94 0.114
H 17.51 20.69 16.11 0.084
H 17.83 22.36 15.93 0.125
H 15.15 22.68 18.17 0.069
H 16.03 23.31 16.89 0.082
H 15.36 21.61 16.73 0.079
H 15.92 20.07 18.39 0.081
H 17.73 19.75 18.63 0.056
H 16.75 20.66 19.78 0.077
H 19.52 23.89 20.82 0.077
H 18.94 24.72 19.39 0.074
H 20.71 24.34 19.53 0.088
H 16.85 23.81 20.22 0.124
C 13.35 10.44 15.86 -0.005
C 12.95 10.55 17.40 -0.507
C 13.96 11.36 18.21 -0.164
C 13.88 12.81 17.98 -0.208
C 12.49 13.38 18.14 -0.125
C 11.44 12.58 17.37 -0.456
N 11.65 11.15 17.59 -0.124
O 10.62 10.33 17.06 -0.010
C 10.05 12.90 18.10 -0.016
C 11.35 12.93 15.83 -0.003
C 12.98 9.14 18.02 -0.034
H 14.18 9.70 15.80 0.079
H 13.82 11.34 15.45 0.061
H 12.52 9.99 15.29 0.074
H 13.74 11.15 19.26 0.129
H 14.95 10.92 18.03 0.107
H 14.40 13.07 17.02 0.095
H 14.57 13.24 18.71 0.100
H 12.52 14.44 17.88 0.104
H 12.21 13.33 19.22 0.133
H 9.87 13.99 18.24 0.081
H 9.26 12.50 17.50 0.068
H 10.10 12.43 19.06 0.069
H 10.88 12.13 15.28 0.064
H 10.75 13.84 15.72 0.072
H 12.35 13.24 15.45 0.079
H 14.04 8.84 18.06 0.081
H 12.46 8.45 17.36 0.078
H 12.60 9.18 19.05 0.096
H 10.70 10.42 16.09 0.075
C 15.48 15.53 16.15 -0.012
C 16.56 16.64 16.01 -0.466
C 17.31 16.68 17.32 -0.129
C 18.66 17.40 17.31 -0.159
C 19.57 16.85 16.21 -0.098
C 18.88 16.75 14.82 -0.483
N 17.51 16.15 14.93 -0.041
O 16.95 16.14 13.57 -0.064
C 18.84 18.09 14.08 -0.010
C 19.65 15.77 13.96 -0.042
C 15.94 17.99 15.66 -0.006
H 14.77 15.59 15.32 0.068
H 14.85 15.64 17.03 0.064
H 16.04 14.60 16.24 0.051
H 16.65 17.17 18.04 0.101
H 17.47 15.66 17.68 0.102
H 19.05 17.37 18.32 0.098
H 18.49 18.50 17.21 0.076
H 19.90 15.87 16.52 0.092
H 20.48 17.47 16.04 0.137
H 19.87 18.31 13.73 0.085
H 18.11 17.95 13.29 0.071
H 18.52 18.91 14.73 0.065
H 20.69 15.91 13.76 0.064
H 19.52 14.77 14.39 0.068
H 19.11 15.74 13.00 0.066
H 16.68 18.77 15.69 0.046
H 15.11 18.21 16.28 0.068
H 15.63 17.85 14.61 0.069
H 16.51 15.28 13.52 0.098
C 18.19 12.50 17.01 -0.049
C 18.04 11.73 15.69 -0.469
C 17.08 12.54 14.78 -0.121
C 17.06 11.92 13.40 -0.169
C 18.43 12.05 12.77 -0.150
C 19.56 11.43 13.57 -0.486
N 19.44 11.69 15.07 -0.088
O 20.41 10.96 15.76 -0.044
C 19.57 9.89 13.30 -0.012
C 20.83 12.13 13.13 -0.042
C 17.60 10.31 16.06 -0.019
H 18.57 13.51 16.84 0.078
H 18.89 11.90 17.60 0.070
H 17.20 12.57 17.51 0.080
H 16.08 12.53 15.28 0.111
H 17.36 13.60 14.88 0.089
H 16.29 12.31 12.74 0.110
H 16.75 10.91 13.46 0.083
H 18.63 13.12 12.66 0.100
H 18.51 11.61 11.77 0.133
H 20.17 9.67 12.42 0.079
H 19.94 9.32 14.15 0.078
H 18.55 9.59 13.01 0.077
H 21.03 11.91 12.07 0.089
H 20.66 13.23 13.30 0.072
H 21.72 11.79 13.66 0.076
H 17.22 9.71 15.22 0.080
H 16.89 10.35 16.88 0.063
H 18.50 9.84 16.47 0.077
H 20.97 11.64 16.19 0.085
C 11.23 15.17 9.09 -0.044
C 11.92 16.34 9.86 -0.484
C 10.83 17.41 10.05 -0.154
C 11.28 18.56 10.88 -0.191
C 11.64 17.99 12.25 -0.137
C 12.72 16.89 12.23 -0.456
N 12.39 15.85 11.18 -0.073
O 13.51 14.94 11.04 -0.047
C 14.17 17.46 11.96 0.011
C 12.70 16.22 13.60 -0.046
C 13.08 16.86 8.90 -0.019
H 10.61 14.66 9.82 0.074
H 11.92 14.42 8.70 0.078
H 10.63 15.50 8.25 0.078
H 10.52 17.64 9.00 0.135
H 10.04 16.89 10.61 0.128
H 10.54 19.34 11.06 0.112
H 12.12 19.13 10.46 0.106
H 10.74 17.53 12.71 0.120
H 12.01 18.77 12.96 0.128
H 14.54 17.05 11.02 0.057
H 14.16 18.54 11.88 0.054
H 14.84 17.33 12.79 0.043
H 12.85 16.93 14.40 0.050
H 11.71 15.81 13.77 0.079
H 13.50 15.47 13.62 0.074
H 13.37 17.90 9.11 0.074
H 12.69 16.89 7.90 0.073
H 13.96 16.20 9.01 0.067
H 13.09 14.09 11.24 0.110
C 19.25 14.09 19.77 -0.578
O 19.63 15.24 19.57 0.012
N 20.21 13.04 19.70 0.159
N 17.94 13.82 20.21 0.169
H 20.06 12.08 19.94 0.096
H 21.11 13.42 19.35 0.060
H 17.55 12.93 19.97 0.079
H 17.37 14.57 19.84 0.076
C 21.79 15.23 9.21 -0.541
O 21.09 15.27 8.22 0.030
N 21.26 15.10 10.58 0.178
N 23.19 15.12 9.15 0.142
H 20.31 14.86 10.76 0.044
H 21.93 14.72 11.23 0.055
H 23.84 15.14 8.37 0.112
H 23.59 15.15 10.12 0.066
C 24.18 16.00 13.91 -0.040
C 25.11 15.47 12.83 -0.426
C 26.40 14.82 13.39 -0.032
O 24.37 14.55 11.96 -0.096
H 23.90 15.22 14.60 0.059
H 23.25 16.37 13.48 0.051
H 24.64 16.86 14.40 0.093
H 25.40 16.28 12.14 0.125
H 26.24 14.26 14.31 0.077
H 27.15 15.56 13.47 0.066
H 26.77 14.17 12.61 0.075
H 24.91 13.79 11.71 0.091
C 17.80 16.21 10.14 -0.013
C 18.01 14.76 9.56 -0.499
C 16.67 14.14 9.61 -0.071
O 18.47 14.67 8.23 -0.030
H 18.04 16.25 11.21 0.050
H 16.74 16.49 10.07 0.066
H 18.52 16.84 9.62 0.058
H 18.69 14.22 10.21 0.096
H 16.75 13.09 9.72 0.064
H 16.21 14.36 8.63 0.103
H 16.05 14.47 10.44 0.063
H 19.36 15.01 8.16 0.017
C 16.50 21.49 11.28 -0.053
C 15.16 21.36 12.10 -0.454
C 15.53 20.74 13.45 -0.068
O 14.45 22.62 12.16 -0.056
H 16.30 22.07 10.36 0.087
H 16.97 20.54 11.10 0.056
H 17.21 22.10 11.86 0.078
H 14.45 20.66 11.62 0.114
H 14.65 20.56 14.06 0.079
H 16.11 21.52 13.94 0.068
H 16.21 19.90 13.29 0.071
H 15.14 23.29 12.23 0.082
C 9.95 17.46 16.85 -0.038
C 11.12 17.07 17.83 -0.456
C 12.47 17.57 17.32 -0.055
O 10.88 17.73 19.09 -0.075
H 10.00 16.99 15.84 0.074
H 10.02 18.56 16.74 0.078
H 8.97 17.19 17.29 0.079
H 11.13 16.02 18.09 0.100
H 13.26 17.19 17.98 0.057
H 12.48 18.65 17.37 0.085
H 12.78 17.20 16.34 0.052
H 10.77 18.67 18.85 0.094
C 13.62 16.72 22.41 -0.052
C 13.87 16.31 20.98 -0.461
C 15.02 16.94 20.23 -0.051
O 14.14 14.88 20.98 -0.066
H 13.73 17.78 22.59 0.077
H 14.40 16.34 23.08 0.088
H 12.61 16.46 22.71 0.085
H 12.94 16.48 20.45 0.110
H 15.34 16.22 19.47 0.049
H 15.86 16.92 20.91 0.088
H 14.84 17.90 19.76 0.076
H 13.95 14.50 21.83 0.069


Record 2
196
Properties=species:S:1:pos:R:3:lowdin_charge:R:1 method="wB97M-V/def2-TZVPD" gap_ev="6.13 / 5.00" s_squared=0.766 lumo_energy_ev="1.46 / 0.38" total_charge=-1 multiplicity=2
Pt -0.24 -0.12 -0.96 0.466
C 2.59 -4.91 5.52 -0.053
C 1.60 -3.78 5.43 -0.268
C 1.90 -2.52 5.93 -0.016
C 1.00 -1.47 5.84 -0.265
C 1.32 -0.14 6.45 -0.043
C -0.22 -1.68 5.20 -0.185
C -0.56 -2.94 4.71 -0.210
C -1.89 -3.17 4.08 -0.030
C 0.36 -3.97 4.84 -0.032
C -1.24 -0.60 5.26 -0.220
C -1.98 -0.58 6.44 -0.044
C -2.90 0.41 6.70 -0.064
C -3.10 1.39 5.75 -0.032
C -2.39 1.38 4.55 -0.229
C -1.45 0.38 4.29 -0.161
Ge -0.48 0.35 2.50 0.225
S -1.38 -1.04 1.05 0.206
S 1.74 -0.35 3.02 0.302
Ge 2.21 0.91 1.20 0.117
S 2.07 -0.49 -0.51 0.243
S 0.41 2.27 1.60 0.333
C 3.91 1.99 1.05 -0.183
C 4.64 2.38 2.18 -0.230
C 5.89 2.98 2.03 -0.036
C 6.41 3.22 0.78 -0.064
C 5.65 2.92 -0.34 -0.037
C 4.41 2.31 -0.22 -0.221
C 3.65 2.12 -1.48 -0.185
C 2.62 3.00 -1.81 -0.200
C 2.19 4.08 -0.87 -0.031
C 2.00 2.89 -3.05 -0.022
C 2.40 1.95 -3.98 -0.306
C 1.76 1.87 -5.34 -0.052
C 3.43 1.09 -3.64 -0.018
C 4.06 1.15 -2.41 -0.260
C 5.13 0.17 -2.05 -0.041
C 4.12 2.34 3.57 -0.152
C 4.51 1.35 4.47 -0.229
C 5.27 0.13 4.03 -0.032
C 4.18 1.48 5.81 -0.031
C 3.44 2.56 6.27 -0.285
C 3.07 2.71 7.72 -0.055
C 3.04 3.53 5.35 -0.010
C 3.38 3.44 4.02 -0.200
C 2.97 4.53 3.07 -0.033
C -2.74 2.47 3.61 -0.160
C -3.82 2.31 2.74 -0.215
C -4.43 0.96 2.50 -0.021
C -4.28 3.42 2.05 -0.026
C -3.69 4.66 2.18 -0.292
C -4.22 5.86 1.45 -0.063
C -2.58 4.78 3.02 -0.007
C -2.11 3.70 3.74 -0.219
C -0.93 3.86 4.66 -0.036
H 3.24 -4.77 6.38 0.071
H 3.21 -4.93 4.62 0.078
H 2.08 -5.87 5.60 0.074
H 2.86 -2.36 6.41 0.114
H 2.21 -0.21 7.06 0.071
H 0.48 0.20 7.06 0.083
H 1.49 0.60 5.66 0.057
H -2.70 -2.79 4.71 0.082
H -2.07 -4.23 3.90 0.072
H -1.94 -2.65 3.12 0.025
H 0.08 -4.96 4.50 0.108
H -1.80 -1.36 7.17 0.125
H -3.47 0.42 7.62 0.100
H -3.82 2.18 5.92 0.124
H 6.43 3.26 2.92 0.124
H 7.39 3.67 0.67 0.100
H 6.02 3.17 -1.32 0.121
H 3.04 4.47 -0.31 0.081
H 1.47 3.68 -0.16 0.002
H 1.71 4.89 -1.41 0.081
H 1.19 3.57 -3.29 0.111
H 0.82 2.43 -5.37 0.054
H 1.54 0.83 -5.59 0.071
H 2.43 2.27 -6.10 0.084
H 3.74 0.33 -4.36 0.121
H 5.25 -0.58 -2.83 0.076
H 4.87 -0.34 -1.12 0.060
H 6.09 0.67 -1.90 0.076
H 5.70 0.28 3.04 0.076
H 4.58 -0.71 3.97 0.062
H 6.06 -0.12 4.73 0.079
H 4.50 0.72 6.51 0.114
H 3.52 1.91 8.32 0.071
H 1.99 2.66 7.84 0.077
H 3.41 3.67 8.11 0.076
H 2.46 4.37 5.70 0.116
H 2.61 5.39 3.62 0.077
H 2.17 4.17 2.42 0.029
H 3.80 4.83 2.44 0.080
H -4.34 0.31 3.37 0.079
H -3.90 0.50 1.67 0.055
H -5.48 1.05 2.22 0.078
H -5.12 3.30 1.38 0.119
H -4.87 5.55 0.63 0.070
H -3.41 6.46 1.05 0.076
H -4.80 6.49 2.12 0.076
H -2.09 5.74 3.11 0.113
H -0.60 4.90 4.69 0.075
H -0.10 3.25 4.31 0.049
H -1.17 3.53 5.67 0.081
C 3.68 -6.03 -1.81 -0.098
C 2.92 -4.70 -1.77 -0.614
C 3.70 -3.74 -0.86 -0.114
C 2.94 -4.06 -3.16 -0.121
Si 1.08 -4.97 -1.16 0.553
Br -0.10 -3.22 -1.98 0.627
C 0.16 -6.45 -2.07 -0.631
C -1.37 -6.33 -2.00 -0.128
C 0.56 -7.80 -1.47 -0.098
C 0.50 -6.47 -3.57 -0.117
C 0.83 -4.93 0.76 -0.607
C 1.71 -5.95 1.48 -0.080
C -0.63 -5.21 1.12 -0.093
C 1.16 -3.54 1.32 -0.145
H 4.73 -5.85 -2.04 0.082
H 3.29 -6.68 -2.58 0.058
H 3.63 -6.54 -0.86 0.069
H 4.69 -3.57 -1.28 0.085
H 3.83 -4.15 0.14 0.069
H 3.20 -2.78 -0.78 -0.008
H 3.97 -3.95 -3.50 0.084
H 2.50 -3.06 -3.13 0.044
H 2.40 -4.64 -3.90 0.056
H -1.74 -6.37 -0.98 0.056
H -1.82 -7.14 -2.56 0.081
H -1.70 -5.39 -2.44 0.032
H 0.21 -7.89 -0.45 0.063
H 1.63 -7.95 -1.49 0.064
H 0.10 -8.61 -2.05 0.081
H 0.24 -5.52 -4.03 0.065
H -0.07 -7.25 -4.06 0.081
H 1.56 -6.66 -3.74 0.057
H 1.48 -6.96 1.16 0.064
H 1.54 -5.89 2.56 0.071
H 2.77 -5.76 1.30 0.066
H -0.92 -6.23 0.90 0.065
H -1.29 -4.52 0.60 0.071
H -0.77 -5.04 2.19 0.059
H 2.19 -3.26 1.16 0.050
H 0.98 -3.52 2.39 0.063
H 0.53 -2.78 0.86 -0.033
O 0.66 -0.67 -3.64 -0.034
C 0.35 0.19 -2.92 -0.433
C -2.77 3.43 -0.99 -0.017
C -2.17 2.08 -0.57 -0.720
O -2.12 1.79 0.63 -0.222
N -1.77 1.28 -1.53 -0.291
Te -1.81 1.67 -3.70 1.687
C -2.35 2.59 -5.80 -0.266
C -2.37 3.96 -6.05 -0.322
C -2.19 4.96 -4.95 -0.074
C -2.57 4.44 -7.35 -0.025
C -2.75 3.57 -8.41 -0.278
C -2.94 4.08 -9.81 -0.057
C -2.72 2.21 -8.16 -0.021
C -2.52 1.71 -6.88 -0.295
C -2.48 0.23 -6.67 -0.059
C -3.75 0.76 -3.70 -0.323
C -4.93 1.47 -3.93 -0.284
C -4.95 2.95 -4.15 -0.067
C -6.14 0.79 -3.94 -0.016
C -6.22 -0.57 -3.71 -0.270
C -7.53 -1.31 -3.71 -0.053
C -5.04 -1.26 -3.46 -0.008
C -3.81 -0.62 -3.46 -0.301
C -2.59 -1.41 -3.17 -0.141
H -2.84 4.06 -0.11 0.055
H -3.76 3.28 -1.42 0.073
H -2.12 3.90 -1.72 0.042
H -1.75 4.48 -4.08 0.019
H -3.15 5.39 -4.67 0.083
H -1.54 5.78 -5.27 0.080
H -2.59 5.51 -7.51 0.114
H -3.07 5.16 -9.83 0.070
H -3.81 3.61 -10.28 0.076
H -2.06 3.84 -10.42 0.079
H -2.84 1.52 -8.98 0.114
H -2.44 -0.29 -7.63 0.078
H -3.36 -0.11 -6.14 0.077
H -1.61 -0.05 -6.08 0.057
H -4.06 3.40 -3.71 0.025
H -5.84 3.39 -3.71 0.087
H -4.95 3.17 -5.22 0.089
H -7.05 1.35 -4.13 0.114
H -8.36 -0.62 -3.82 0.070
H -7.65 -1.86 -2.78 0.080
H -7.55 -2.03 -4.53 0.080
H -5.08 -2.33 -3.27 0.120
H -2.81 -2.47 -3.13 0.063
H -2.16 -1.11 -2.20 0.012
H -1.82 -1.25 -3.93 0.043